H2 | ωB97M-V/def2-TZVPD

Summary:
E_HOMO: -9.46 eV
LUMO level: -3.613 eV
Frontier orbital gap: 5.9 eV
Energy relative to the best compared isomer or geometry (same formula, charge and spin): 6.715 eV

Each line ends with the Mulliken charge.
Atoms and positions in Å:
H (0.666, -0.890, -0.794)  0.0000
H (-0.666, 0.890, 0.794)  0.0000

Atomic forces in eV per Å
-0.8430 1.1259 1.0042
0.8430 -1.1259 -1.0042



C7H7NO3 | ωB97M-V/def2-TZVPD

Summary:
E_HOMO (spin up / spin down): -8.27 / -8.11 eV
LUMO level (spin up / spin down): -0.882 / -0.805 eV
Frontier orbital gap (spin up / spin down): 7.4 / 7.3 eV
Energy relative to the best compared isomer or geometry (same formula, charge and spin): 10.732 eV

Each line ends with the Mulliken charge.
Atoms and positions in Å:
O (-2.247, -0.487, -4.544)  -0.5868
O (-0.107, -0.518, -4.135)  -0.5926
O (-2.873, -0.302, -2.075)  -0.2747
N (-1.267, -0.429, -3.768)  0.9549
C (1.530, 0.293, -0.763)  -0.4877
C (-1.008, 0.053, -0.236)  -0.0848
C (-1.661, -0.343, -2.428)  -0.1571
C (0.974, 1.396, 0.082)  -0.6144
C (0.362, 0.022, 0.193)  -0.0398
C (-3.285, -0.114, -0.876)  0.0097
C (-2.295, 0.088, 0.145)  -0.5653
H (-4.342, -0.132, -0.695)  0.4886
H (2.467, -0.149, -0.526)  0.2725
H (0.579, -0.534, 0.976)  0.5095
H (1.347, 0.280, -1.830)  0.1843
H (1.491, 1.874, 0.840)  0.3291
H (0.356, 2.041, -0.529)  0.2780
H (-2.703, 0.321, 1.132)  0.3767

Cartesian forces (eV/Å) of the 3 atoms listed first:
0.8071 0.0795 0.1645
0.0761 0.2841 0.8475
-2.3876 -0.0020 -2.1144



C87H154FeN23O3 | ωB97M-V/def2-TZVPD

Summary:
<S²>: 8.764
E_HOMO (spin up / spin down): -7.33 / -7.41 eV
Spin multiplicity: 6
LUMO level (spin up / spin down): 0.376 / 0.261 eV
Frontier orbital gap (spin up / spin down): 7.7 / 7.7 eV

Each line ends with the Mulliken charge.
Atoms and positions in Å:
Fe (-3.094, 0.281, 0.867)  -0.9798
O (-3.988, -0.667, 2.117)  1.4530
O (-2.789, -0.776, -0.585)  1.6640
O (-1.444, 1.065, 1.349)  2.5692
N (-4.777, 4.567, 2.277)  -0.8927
N (-3.914, 4.213, -2.010)  -0.4039
N (-3.816, 10.005, 3.520)  -0.4575
N (-1.022, 6.274, 3.633)  -0.2634
N (-9.062, 2.306, 1.065)  -0.5070
N (1.338, -0.870, -7.322)  -0.4885
N (0.608, 3.248, 8.033)  -0.5879
N (-0.392, 1.120, 0.365)  0.3839
N (6.960, -3.464, -2.686)  -0.4167
N (0.751, -3.736, -3.417)  -0.6201
N (4.375, -2.595, 0.452)  -0.1059
N (-0.928, 6.426, -1.138)  -0.4383
N (0.537, -10.336, 1.412)  -0.4653
N (5.873, 2.525, -6.555)  -0.4137
N (-3.668, -0.926, -1.650)  0.3084
N (5.651, 0.995, -0.284)  -0.7049
N (1.155, 2.524, -5.385)  -0.5322
N (8.280, 0.297, -4.417)  -0.3565
N (5.205, -1.782, -5.690)  -0.3175
N (4.131, -6.296, 4.202)  -0.7118
N (-4.356, 1.720, 0.268)  0.0816
N (1.789, -5.833, 0.175)  -0.2180
N (-4.122, -0.617, 3.519)  0.3469
C (0.509, 0.092, 6.898)  0.1637
C (-5.116, 2.543, -0.049)  1.2507
C (5.360, -0.511, -2.437)  1.3792
C (-3.872, 3.023, 5.740)  -1.4871
C (-2.936, 4.491, -2.580)  0.4798
C (2.381, 4.399, 5.555)  -0.7483
C (-3.577, 7.702, 4.733)  -0.3378
C (0.065, 2.239, 7.941)  -0.0806
C (1.039, 6.666, 5.092)  -0.8600
C (-0.568, -6.812, -2.018)  -0.7308
C (2.305, 5.797, 4.793)  -0.5893
C (-0.018, -8.095, -1.420)  -1.1506
C (4.697, -6.333, -2.315)  -1.5572
C (5.576, 0.288, -1.196)  0.0118
C (-1.945, 6.794, -0.830)  0.4117
C (2.330, -3.360, 5.555)  -1.4157
C (-5.103, -2.514, -2.817)  -1.1891
C (1.495, 0.170, 1.912)  -1.4675
C (-0.745, 0.646, -7.172)  -0.5590
C (-1.191, 3.336, -0.057)  -0.0747
C (1.521, 0.764, 5.952)  -1.2584
C (0.496, -0.100, -7.227)  0.5040
C (1.517, 0.202, -0.682)  -0.4439
C (-4.130, 3.732, 2.739)  -0.5172
C (5.492, -2.820, 0.618)  0.2717
C (-5.488, -0.978, 3.845)  1.3585
C (9.018, 3.358, -5.498)  -0.3797
C (-3.022, -0.497, -2.936)  1.2667
C (2.518, -8.765, 2.148)  -0.1709
C (0.746, 3.132, 1.417)  -2.1298
C (-10.043, -0.194, -1.399)  -0.3980
C (-4.312, -2.267, -1.585)  2.0810
C (8.206, 3.718, -6.744)  -0.5075
C (-6.409, 0.059, 3.268)  -1.4792
C (-0.557, 1.014, 7.452)  0.6512
C (-1.803, -0.472, 3.855)  0.9302
C (-5.575, -0.859, 5.464)  -1.2251
C (-1.556, -1.026, -3.202)  -1.3000
C (-1.793, 4.609, -3.483)  -1.1406
C (-2.780, 0.972, -2.798)  -1.0963
C (1.210, -2.699, -3.644)  0.4090
C (-3.299, -3.438, -1.339)  -1.7637
C (6.830, -4.462, 1.984)  -0.5295
C (4.720, -4.198, -3.830)  0.7790
C (-2.818, 3.134, 4.614)  -0.6262
C (2.057, 1.628, -0.950)  -0.9345
C (0.894, 2.611, -1.018)  -0.7313
C (0.854, -5.597, -0.475)  -0.2842
C (-8.870, -0.256, -2.292)  -0.8201
C (0.041, 2.563, 0.244)  2.2647
C (-0.491, -5.628, -1.051)  1.3648
C (-3.776, 8.963, 4.028)  0.2747
C (-3.038, -1.337, 4.137)  1.9951
C (2.032, 3.227, -5.144)  0.2151
C (5.298, -0.299, -7.825)  -0.9584
C (-0.025, -1.373, 0.678)  -0.9641
C (-0.156, 6.440, 4.325)  0.2274
C (4.065, -4.939, -2.710)  0.6303
C (-3.333, 2.647, 3.244)  2.9402
C (-3.283, 7.273, -0.403)  -0.7143
C (-5.942, -2.411, 3.388)  -1.4955
C (3.383, 3.916, -5.214)  -0.0755
C (-4.313, -2.279, -4.040)  -0.6432
C (-6.277, 3.302, -0.292)  -1.2724
C (-9.580, 1.748, 0.212)  0.3786
C (-3.251, -1.438, 5.680)  -0.7279
C (2.318, 6.291, -5.473)  -1.0328
C (1.352, -9.604, 1.808)  0.2232
C (8.961, -0.544, -4.027)  0.4126
C (8.552, 3.887, -4.098)  -0.9901
C (3.325, 5.350, -4.728)  -0.5525
C (9.663, -1.701, -3.465)  -0.7513
C (6.847, -3.388, 0.944)  -0.7093
C (6.947, 3.044, -6.707)  0.2537
C (0.653, 0.029, 0.646)  3.4679
C (6.119, -5.671, 1.396)  -0.8345
C (-3.940, -0.812, -4.097)  -1.2311
C (-4.647, -1.700, 6.294)  -0.8755
C (1.800, -3.667, 4.211)  0.6612
C (-10.487, 1.142, -0.763)  -0.5037
C (3.532, -5.428, 3.762)  -0.0792
C (1.889, -1.386, -4.088)  0.7982
C (5.209, -1.128, -6.629)  0.5182
C (-2.785, -2.733, 3.552)  -2.0556
C (-5.297, -2.205, -0.423)  -0.9851
C (6.068, -3.796, -3.296)  -0.1043
C (2.763, -4.323, 3.161)  1.3790
H (2.408, -0.455, -0.773)  0.3696
H (-2.109, 1.306, -3.607)  0.2867
H (-1.136, -5.829, -0.196)  0.4694
H (-6.137, 1.036, 3.732)  0.0974
H (-0.966, 0.552, 8.312)  0.5846
H (-3.044, -3.474, -0.308)  0.3398
H (1.099, -0.720, -4.403)  -0.4458
H (-2.457, 2.492, 2.610)  -0.9653
H (2.830, 1.882, -0.203)  0.1610
H (0.858, -4.297, 4.264)  0.3131
H (1.276, 3.631, -1.146)  0.6936
H (-1.538, -0.060, -7.022)  0.2012
H (-0.653, 1.360, -6.335)  0.0380
H (1.042, -8.035, -1.321)  0.2498
H (6.279, -0.244, -8.270)  0.3666
H (-1.401, 1.310, 6.809)  -0.5917
H (0.942, 4.234, 1.257)  0.4025
H (-3.269, 7.831, 0.467)  0.3392
H (2.525, 7.297, -5.121)  0.3910
H (-7.971, -0.006, -1.800)  0.0454
H (-3.813, 7.927, -1.134)  0.3177
H (10.003, 3.732, -5.657)  0.4234
H (1.311, -2.754, 3.774)  -0.4004
H (-6.201, 3.688, -1.232)  0.6188
H (2.352, 5.654, 3.736)  0.3729
H (3.377, -9.109, 1.548)  0.2646
H (-2.284, 1.158, -1.848)  -0.9418
H (0.171, 2.307, -1.829)  -0.3538
H (-2.622, -2.308, 6.022)  0.2865
H (7.686, 3.319, -3.651)  0.2303
H (-1.794, 3.377, 0.857)  -0.4654
H (-3.642, -4.409, -1.720)  0.2393
H (-3.330, 6.920, 3.976)  -0.0436
H (-3.980, 6.369, -0.244)  -0.0400
H (-5.431, -2.718, 2.493)  0.2036
H (2.757, -4.205, 6.033)  0.4867
H (1.541, -2.903, 6.161)  0.2721
H (-2.952, -0.495, 6.174)  -0.1717
H (-3.610, -3.396, 3.776)  0.4994
H (-6.647, -1.097, 5.730)  0.4027
H (-10.945, -0.569, -1.885)  0.3300
H (-2.063, 0.542, 4.110)  -1.1998
H (0.916, 0.660, 2.684)  -0.1477
H (8.030, 4.806, -6.832)  0.2932
H (-0.650, -4.717, -1.602)  -1.0918
H (-4.980, -2.541, -4.924)  0.4111
H (-0.997, 3.913, -3.391)  0.0614
H (-9.109, 0.324, -3.216)  0.3519
H (-10.629, 1.883, -1.549)  0.2795
H (-3.647, 3.454, 6.696)  0.4785
H (-0.028, -0.746, 6.412)  -0.3295
H (-0.910, -0.833, -2.301)  -0.2236
H (-11.451, 0.918, -0.281)  0.3350
H (-2.254, 4.533, -4.449)  0.5681
H (-2.600, -2.601, 2.490)  0.0458
H (-0.645, -1.513, -0.158)  -1.2804
H (4.462, -7.060, -3.100)  0.4140
H (-4.833, -0.155, -4.079)  0.3332
H (2.716, -8.739, 3.242)  0.3547
H (3.166, -2.596, 5.482)  0.2683
H (-2.455, 4.146, 4.509)  0.3479
H (-5.874, -3.229, 4.125)  0.2911
H (8.471, 4.971, -4.024)  0.3810
H (6.155, -6.362, 2.200)  0.3801
H (8.726, 3.407, -7.632)  0.3102
H (0.694, -2.209, 0.751)  0.8454
H (-4.800, -2.007, 0.591)  -0.5689
H (5.021, 0.720, -7.626)  0.0869
H (4.644, -0.667, -8.634)  0.3174
H (2.124, 1.351, 6.611)  0.6552
H (3.181, 6.346, 5.111)  0.3689
H (6.637, -5.983, 0.470)  0.3948
H (1.439, 3.917, 5.749)  -0.0788
H (-1.755, 2.842, -0.828)  -0.5209
H (2.173, -7.732, 1.951)  -0.2271
H (-3.428, -0.600, -5.020)  0.2206
H (10.175, -2.142, -4.307)  0.2963
H (2.354, -0.951, -3.212)  -0.5397
H (-1.867, -3.055, 3.967)  0.5679
H (4.291, -3.221, -3.952)  -0.6747
H (0.039, 3.095, 2.311)  -0.1997
H (-2.366, -3.089, -1.724)  0.1585
H (4.134, 3.367, -4.718)  0.2681
H (7.864, -4.634, 2.324)  0.3927
H (1.800, -0.831, 2.171)  0.1803
H (3.010, -5.155, -2.893)  0.0821
H (-5.811, -3.215, -0.373)  0.6137
H (4.618, -0.048, -3.029)  0.0731
H (9.496, 3.716, -3.543)  0.3077
H (0.774, -0.054, -1.384)  -1.0485
H (6.312, -4.101, 2.863)  0.2589
H (2.550, -1.693, -4.909)  0.4412
H (1.123, 1.453, 5.237)  -0.0022
H (-0.992, 1.231, -8.015)  0.4136
H (-6.040, -1.429, -0.571)  -0.2526
H (-9.836, -0.923, -0.545)  0.2523
H (-1.983, 2.603, 4.959)  0.2341
H (2.430, 0.723, 1.828)  0.4104
H (-0.810, 4.303, -0.472)  0.1728
H (-0.771, -1.510, 1.424)  -0.5931
H (-4.415, 7.416, 5.365)  0.3602
H (1.307, 5.999, -5.227)  0.1475
H (2.851, 4.485, 6.543)  0.4270
H (4.293, 5.827, -4.944)  0.2998
H (3.097, 5.394, -3.629)  0.2622
H (-1.601, -7.051, -2.342)  0.3932
H (1.068, -0.351, 7.720)  0.5255
H (-8.684, -1.264, -2.683)  0.3534
H (-5.893, -1.821, -2.781)  0.1199
H (-2.740, 7.863, 5.372)  0.1982
H (-5.502, -3.541, -2.732)  0.4812
H (-7.454, -0.190, 3.402)  0.5946
H (5.780, -6.303, -2.219)  0.3884
H (-6.202, 4.117, 0.449)  0.3855
H (1.281, 7.700, 4.934)  0.4541
H (3.409, -3.558, 2.723)  -0.0662
H (9.014, -2.383, -2.954)  0.1626
H (6.226, -0.414, -3.103)  -0.2954
H (-0.485, -8.292, -0.438)  0.2596
H (2.920, 3.706, 4.921)  0.3428
H (4.069, -4.240, -1.809)  -0.2614
H (-1.355, 5.624, -3.523)  0.3768
H (-0.873, -0.754, 4.499)  -0.8810
H (3.537, 3.898, -6.256)  0.2456
H (-1.520, -0.475, 2.828)  -0.5947
H (-3.832, 1.688, 3.241)  -0.6582
H (2.471, 6.261, -6.555)  0.3265
H (-1.484, -2.037, -3.582)  0.3468
H (10.470, -1.306, -2.781)  0.2984
H (5.099, -5.415, 1.060)  -0.0024
H (0.014, -6.675, -2.894)  0.2909
H (4.808, -4.804, -4.753)  0.5396
H (0.771, 6.711, 6.151)  0.3615
H (-0.302, -8.930, -2.056)  0.4170
H (-5.398, 0.226, 5.625)  0.2305
H (-6.211, 0.152, 2.190)  0.0999
H (2.148, 0.065, 5.447)  0.3718
H (-5.044, -2.721, 6.304)  0.3844
H (7.499, -2.558, 1.184)  0.4618
H (-1.093, -0.392, -4.011)  0.0175
H (4.269, -6.713, -1.364)  0.2162
H (9.185, 2.238, -5.565)  0.1236
H (-7.016, -2.326, 3.063)  0.4045
H (-4.084, 1.964, 5.886)  0.1468
H (-4.474, -1.419, 7.359)  0.4457
H (2.500, 1.669, -1.951)  0.4131
H (1.709, 2.631, 1.540)  0.3131
H (5.269, -1.588, -2.170)  -0.4715
H (2.334, -4.768, 2.260)  -0.6400
H (-3.504, -3.027, -4.084)  0.2469
H (-3.714, 1.553, -2.810)  0.4776
H (7.208, -3.779, -0.078)  0.0684
H (-7.158, 2.696, -0.205)  -0.4533
H (-4.825, 3.466, 5.505)  0.3894

Cartesian forces (eV/Å) of the 3 atoms listed first:
1.4234 0.3460 -0.2533
-0.2458 -0.4269 0.4969
0.2734 -0.4080 -0.4234



C2H3F2IO2 | ωB97M-V/def2-TZVPD

Summary:
E_HOMO: -10.03 eV
LUMO level: 0.540 eV
Frontier orbital gap: 10.6 eV
Energy relative to the best compared isomer or geometry (same formula, charge and spin): 0.242 eV

Each line ends with the Mulliken charge.
Atoms and positions in Å:
I (-4.536, 2.219, -0.005)  -0.0912
F (1.652, 2.764, 0.329)  -0.1789
F (1.806, 1.096, 1.630)  -0.1545
O (1.273, 0.736, -0.534)  -0.3055
O (1.262, -1.804, 0.077)  -0.3434
C (1.540, 1.442, 0.355)  0.6462
C (0.930, -2.664, -0.693)  -0.1061
H (0.760, -3.717, -0.325)  0.2233
H (1.088, -2.653, -1.759)  0.2192
H (-5.775, 2.581, 0.924)  0.0908

Cartesian forces (eV/Å) of the 3 atoms listed first:
0.2429 -0.0716 -0.1811
-0.0947 -0.3379 -0.2814
-0.2893 -0.0601 -1.1901



Number 1: energy -24.8736 eV. Number 2: energy -14994.8648 eV. Number 3: energy -167508.1523 eV. Number 4: energy -19751.9224 eV.